1.
{"formula": "C30H45BrN2P2RuS", "method": "ωB97M-V/def2-TZVPD", "species": ["N", "C", "C", "C", "C", "C", "C", "Ru", "P", "C", "C", "C", "C", "C", "C", "C", "Br", "H", "H", "H", "H", "H", "H", "H", "H", "H", "H", "P", "C", "C", "H", "H", "H", "H", "H", "C", "C", "H", "H", "H", "H", "H", "C", "C", "H", "H", "H", "H", "H", "C", "C", "H", "H", "H", "H", "H", "C", "C", "H", "H", "H", "H", "H", "C", "C", "H", "H", "H", "H", "H", "S", "C", "N", "C", "C", "C", "C", "H", "H", "H", "H", "H"], "coordinates": [[-1.40372, -7.18282, 1.94251], [-2.52714, -6.76093, 1.35157], [-2.52187, -6.04311, 0.14902], [-1.28449, -5.62647, -0.40110], [-0.11766, -6.20620, 0.16327], [-0.23105, -6.94108, 1.35239], [-1.20835, -4.60827, -1.42658], [0.21726, 0.83082, -1.02610], [0.29730, 4.02213, -0.26138], [-0.03517, -4.12678, -1.95238], [0.08603, -2.89401, -2.66866], [1.40321, -2.47579, -3.04229], [1.73577, -1.14062, -2.86107], [0.67151, -0.38075, -2.38539], [-0.69066, -0.64098, -2.70904], [-1.00742, -2.00025, -2.84093], [0.80166, 2.55002, -2.68805], [-2.16159, -4.20932, -1.78321], [0.89674, -4.68830, -1.81125], [-3.46128, -5.77721, -0.33237], [0.86278, -6.11880, -0.30378], [-3.48379, -6.99611, 1.82476], [0.65611, -7.34758, 1.85339], [2.10395, -3.22325, -3.42163], [-2.02425, -2.33840, -3.04719], [2.69778, -0.65202, -2.99537], [-1.35343, 0.17762, -2.98825], [1.44835, 0.14113, 0.70200], [-1.00543, 4.83717, -1.31054], [-0.59454, 6.00155, -2.20182], [-1.81710, 5.13115, -0.63155], [-1.35587, 4.00473, -1.93750], [-1.34399, 6.18191, -2.98359], [-0.50492, 6.94011, -1.64178], [0.35648, 5.83315, -2.71432], [1.93534, 4.78646, -0.58658], [2.07273, 6.29800, -0.48317], [2.20780, 4.44645, -1.59942], [2.61824, 4.25085, 0.09576], [3.06680, 6.54759, -0.87264], [1.34384, 6.82503, -1.10480], [2.01135, 6.67305, 0.54382], [-0.13347, 4.47307, 1.47231], [-0.66523, 5.89457, 1.64757], [0.78661, 4.30566, 2.05346], [-0.87669, 3.72686, 1.80239], [-0.86205, 6.07718, 2.71268], [0.04634, 6.64874, 1.28913], [-1.60556, 6.04117, 1.10560], [1.10125, 0.20341, 2.53281], [1.25269, 1.55127, 3.23006], [1.80091, -0.52820, 2.97473], [0.08573, -0.19497, 2.70060], [1.35757, 1.39500, 4.31248], [2.13052, 2.11771, 2.90330], [0.36417, 2.17344, 3.09079], [3.14064, 0.86935, 0.66888], [4.20101, -0.09123, 0.14132], [3.37372, 1.17277, 1.69943], [3.08229, 1.79228, 0.06835], [5.18310, 0.38935, 0.22510], [4.23626, -1.01421, 0.73420], [4.03305, -0.33627, -0.91534], [1.54516, -1.68854, 0.51292], [0.45945, -2.51603, 1.18493], [2.53993, -1.99074, 0.85957], [1.53029, -1.89633, -0.56445], [0.62615, -3.57473, 0.95783], [0.44917, -2.41527, 2.27722], [-0.53366, -2.26571, 0.79696], [-1.45134, 0.97178, 0.62202], [-2.45353, -0.43747, 0.53683], [-2.67589, -1.13106, 1.71189], [-3.27874, -2.36212, 1.69697], [-3.81461, -2.82475, 0.51272], [-3.80727, -2.02335, -0.64239], [-3.13106, -0.80499, -0.61024], [-2.34969, -0.70909, 2.57879], [-3.29275, -2.89082, 2.64842], [-4.30556, -3.79413, 0.48617], [-4.36878, -2.30465, -1.53530], [-3.07745, -0.10885, -1.44547]], "atomic_forces_ev_per_a": [[-0.038, 2.251, -3.802], [-1.296, -0.775, 0.884], [1.056, 0.155, 0.347], [0.344, -0.974, 0.513], [-0.986, -0.080, 0.562], [1.261, -0.879, 1.119], [0.039, 0.083, -0.563], [-0.500, 2.275, -1.408], [-0.273, 3.070, -0.072], [-0.288, -0.674, -0.542], [-0.020, -1.097, -0.094], [0.441, 0.934, -0.087], [0.006, -0.886, -0.643], [-0.534, 0.732, 0.568], [-0.718, -2.324, -0.992], [0.233, 2.131, 0.289], [0.344, -1.051, 0.164], [0.281, 0.067, 0.300], [-0.325, 0.356, 0.139], [0.105, -0.146, 0.356], [-0.196, -0.022, 0.429], [0.231, -0.104, -0.008], [-0.203, 0.031, -0.267], [0.060, 0.192, 0.528], [0.357, 0.029, 0.062], [0.059, -0.514, -0.006], [-0.193, -0.263, 0.219], [1.644, -0.931, 2.187], [-0.300, -0.954, 0.027], [0.166, 0.569, -0.304], [0.183, -0.256, -0.232], [-0.285, 0.383, 0.167], [0.055, -0.247, 0.282], [-0.107, -0.305, -0.092], [-0.119, -0.057, -0.009], [0.291, -1.210, -0.389], [0.065, 0.525, 0.183], [0.007, 0.284, 0.430], [-0.023, 0.310, -0.133], [-0.145, -0.004, 0.158], [0.371, -0.146, 0.338], [0.066, -0.131, -0.240], [0.109, -1.102, 0.393], [-0.133, 0.472, -0.335], [-0.271, 0.036, -0.086], [0.176, 0.335, 0.110], [0.112, -0.116, -0.252], [-0.236, -0.223, 0.206], [0.173, 0.019, 0.268], [-0.626, 0.049, -0.120], [-0.178, 0.197, 0.260], [-0.035, 0.179, -0.403], [0.474, 0.144, -0.010], [-0.004, 0.025, -0.307], [-0.160, -0.103, 0.092], [0.126, -0.068, -0.059], [-0.184, 0.140, -0.172], [0.324, 0.063, -0.133], [-0.067, -0.145, -0.315], [0.148, -0.287, 0.119], [-0.200, -0.162, -0.092], [0.133, 0.297, -0.219], [0.098, -0.042, 0.245], [0.309, -0.225, -0.676], [-0.230, -0.066, 0.223], [-0.217, 0.076, 0.102], [0.159, -0.011, 0.441], [0.045, 0.166, 0.068], [0.029, -0.015, -0.278], [0.105, -0.019, 0.027], [-0.112, 0.038, 0.656], [-0.817, 0.116, 1.104], [-0.074, -0.648, -1.585], [0.280, 1.069, -0.007], [-0.173, -0.180, -0.210], [-0.063, 0.514, 0.471], [-0.004, -0.574, -0.161], [0.091, -0.224, -0.062], [-0.233, 0.129, -0.240], [0.028, 0.293, 0.176], [0.168, -0.090, 0.259], [-0.183, -0.409, 0.133]], "e_homo_ev": [-18.5, -19.4], "homo_lumo_gap_ev": [5.884, 4.760], "total_energy_ev": -136812.2351, "largest_force_ev_per_a": 4.419, "multiplicity": 5, "charge": 4, "de_lowest_ev": 0.566, "s_squared": 6.159}



2.
{"formula": "C30H45FN7OP", "method": "ωB97M-V/def2-TZVPD", "species": ["C", "C", "C", "C", "C", "N", "C", "C", "C", "C", "C", "N", "C", "N", "C", "C", "C", "C", "F", "N", "C", "C", "P", "C", "O", "H", "H", "H", "H", "H", "H", "H", "H", "H", "H", "H", "H", "H", "H", "H", "H", "H", "H", "H", "H", "H", "H", "H", "H", "C", "C", "C", "C", "N", "H", "H", "H", "H", "H", "H", "H", "C", "C", "C", "C", "N", "H", "H", "H", "H", "H", "H", "H", "C", "C", "C", "C", "N", "H", "H", "H", "H", "H", "H", "H"], "coordinates": [[1.27845, 3.79476, 0.05177], [0.13107, 3.30095, 0.57658], [-0.60089, 2.06269, 0.11864], [0.10709, 0.82065, 0.31779], [1.49498, 0.78125, 0.93429], [2.49836, 0.02727, 0.16716], [2.50094, 0.33843, -1.27034], [-0.50896, -0.35163, -0.03706], [0.21100, -1.65878, 0.14312], [-0.26712, -2.68433, 0.83604], [-1.83496, -0.36779, -0.57060], [-2.37801, -1.59626, -0.86070], [-3.60378, -1.47994, -1.28962], [-4.27137, -2.68692, -1.60417], [-4.33125, -0.24307, -1.45704], [-5.78190, -0.24540, -1.91851], [-6.70972, -0.51128, -0.67758], [-6.14703, 0.00288, 0.64378], [-6.92635, -1.87802, -0.56340], [-3.77193, 0.89926, -1.21230], [-2.47898, 0.84951, -0.74260], [-1.87064, 2.09869, -0.42224], [-2.84403, 3.62764, -0.71231], [-1.71477, 5.03232, -1.07100], [-3.68263, 3.51784, -2.14905], [1.37598, 3.95132, -1.02340], [2.10560, 3.95756, 0.74857], [-0.30931, 3.83506, 1.43194], [1.91442, 1.76024, 1.16996], [1.38625, 0.26552, 1.90216], [3.41700, 0.20363, 0.55077], [3.51992, 0.15262, -1.63679], [2.19705, 1.37592, -1.46964], [1.87215, -0.38746, -1.80624], [1.17418, -1.74310, -0.35353], [-1.23757, -2.60468, 1.32276], [0.32477, -3.59906, 0.87025], [-3.54144, -3.38836, -1.70670], [-4.70464, -2.62329, -2.52069], [-5.99247, 0.76431, -2.28026], [-6.01811, -1.04296, -2.62642], [-7.66132, 0.00711, -0.85714], [-5.32105, -0.60298, 1.03270], [-6.94856, -0.06587, 1.39455], [-5.85592, 1.05716, 0.58517], [-2.19206, 5.76738, -1.72906], [-0.81011, 4.69726, -1.58825], [-1.42322, 5.53055, -0.14348], [-4.61699, 3.41562, -1.95472], [3.14154, -2.89317, 5.60871], [1.97044, -2.64700, 4.66341], [2.41017, -2.14628, 3.28378], [3.12838, -0.86975, 3.40374], [3.69246, 0.13286, 3.49797], [3.69241, -1.97337, 5.81144], [2.78461, -3.27568, 6.56577], [3.83657, -3.62425, 5.18993], [1.29173, -1.92185, 5.11779], [1.41017, -3.57595, 4.53856], [1.54244, -1.99818, 2.63933], [3.06586, -2.87364, 2.80208], [1.61584, -7.70194, 1.01898], [0.45784, -7.45747, 0.05774], [0.92058, -6.99525, -1.32806], [1.66018, -5.72787, -1.22620], [2.23620, -4.73168, -1.14630], [2.18072, -6.78719, 1.20615], [1.24319, -8.05636, 1.98048], [2.30203, -8.45397, 0.62387], [-0.21248, -6.71057, 0.48868], [-0.11720, -8.37908, -0.05134], [0.06128, -6.84678, -1.98258], [1.56816, -7.74487, -1.78547], [4.66118, 6.07403, -1.56938], [4.02238, 6.34997, -2.92621], [2.87697, 7.36530, -2.84974], [1.80896, 6.86605, -1.97063], [0.97540, 6.47413, -1.27538], [3.94613, 5.63372, -0.87209], [5.48759, 5.37068, -1.67446], [5.05223, 6.99202, -1.12564], [3.65344, 5.41100, -3.34461], [4.78425, 6.72814, -3.61065], [2.46048, 7.54066, -3.84210], [3.23578, 8.31940, -2.46068]], "atomic_forces_ev_per_a": [[-0.751, -0.512, 0.406], [-0.200, 0.201, -0.277], [0.300, 1.323, -0.529], [-0.109, 0.780, -0.340], [0.436, -0.423, 0.682], [-0.200, 0.047, -0.570], [0.517, -0.478, 0.385], [0.288, -1.014, 0.166], [-0.258, 0.287, -0.280], [0.132, 0.173, -0.111], [1.638, -0.459, 0.869], [-1.103, 1.740, -0.343], [-0.488, -1.278, -0.405], [0.794, 0.235, -0.606], [-0.176, -0.189, -0.632], [0.135, -0.191, 1.660], [0.744, 0.854, -0.216], [-0.704, -0.108, 0.478], [-0.298, 0.084, -0.039], [0.169, -0.708, 0.190], [-0.975, 0.875, -0.208], [0.628, -0.482, -0.982], [-1.546, 0.800, 1.185], [0.569, -0.677, -0.581], [0.947, 0.115, -0.149], [0.755, -1.279, 0.090], [-0.386, 1.675, -0.306], [0.778, -1.045, 0.745], [-0.544, -0.079, -0.060], [-0.029, 0.151, -0.183], [-0.146, 0.078, 0.154], [-0.234, 0.271, -0.032], [0.044, -0.244, -0.228], [-0.149, 0.454, 0.003], [-0.161, -0.071, 0.209], [0.241, -0.291, 0.025], [-0.316, 0.078, 0.175], [-0.153, -0.101, 0.316], [-0.373, 0.013, 0.254], [-0.047, -0.304, -0.253], [0.052, 0.422, -0.231], [-0.033, -0.468, -0.064], [0.010, 0.153, -0.362], [0.188, 0.019, -0.163], [0.092, -0.235, -0.125], [-0.275, -0.299, 0.244], [-0.104, 0.199, 0.141], [-0.024, -0.164, -0.174], [0.074, -0.197, 0.134], [-0.049, -0.015, 0.050], [0.119, -0.088, 0.241], [-0.054, 0.169, 0.310], [0.358, 0.390, -0.161], [-0.341, -0.605, -0.024], [0.013, -0.005, -0.067], [0.024, -0.028, -0.018], [0.010, 0.020, 0.014], [-0.040, 0.000, -0.096], [-0.037, 0.052, -0.109], [0.094, 0.042, -0.114], [0.025, 0.054, -0.052], [-0.033, 0.000, 0.037], [0.075, -0.107, 0.253], [-0.041, 0.182, 0.278], [0.271, 0.442, -0.227], [-0.347, -0.594, 0.041], [0.015, -0.007, -0.068], [0.016, -0.030, -0.021], [0.012, 0.019, 0.020], [-0.035, 0.005, -0.104], [-0.029, 0.047, -0.101], [0.060, 0.047, -0.062], [0.032, 0.040, -0.018], [0.011, -0.041, -0.016], [0.229, -0.119, 0.141], [-0.004, -0.341, 0.044], [-0.487, 0.074, 0.275], [0.676, 0.428, -0.491], [-0.027, 0.059, -0.007], [0.011, 0.035, 0.008], [-0.007, -0.021, 0.018], [-0.054, 0.068, -0.062], [-0.092, 0.048, -0.054], [-0.074, 0.048, 0.043], [-0.049, 0.002, 0.036]], "e_homo_ev": -7.2, "homo_lumo_gap_ev": 7.324, "total_energy_ev": -56321.4120, "largest_force_ev_per_a": 2.106, "de_lowest_ev": 1.198}